Entry 1:
The following is a quantum chemistry calculation of C5H10Si in the gas phase at a distorted geometry, from OMol25.

Structure (XYZ):
```
16
Properties=species:S:1:pos:R:3
C 2.225 -0.095 0.252
C 0.995 -0.043 -0.207
C 0.178 1.249 -0.421
C -1.145 0.932 0.309
C -1.574 -0.418 -0.093
Si -0.048 -1.561 -0.021
H 2.630 -1.031 0.422
H 2.922 0.696 0.348
H 0.632 2.213 -0.095
H -0.151 1.324 -1.389
H -0.817 1.058 1.446
H -1.812 1.770 0.059
H -2.319 -0.658 0.584
H -2.078 -0.551 -1.047
H -0.040 -2.434 -1.175
H 0.404 -2.451 1.027
```

* energy relative to the best compared isomer or geometry (same formula, charge and spin): 90.10 kJ/mol
* structure (SMILES): C=C1CCC[SiH2]1
* DFT total energy: -13222.9042 eV
* E_LUMO: 1.03 eV

---

Entry 2:
The following is a quantum chemistry calculation of 4 unconnected molecules or ions with the total composition C22H46BNO10P at a distorted geometry, from OMol25.

Structure (XYZ):
```
81
Properties=species:S:1:pos:R:3
C 2.917 -1.864 1.341
C 1.831 -1.385 0.381
C 1.185 -2.340 -0.390
C 0.172 -1.938 -1.242
C -0.164 -0.598 -1.323
C -1.318 -0.162 -2.243
C -2.638 0.042 -1.463
P -2.972 1.752 -0.852
N -2.744 2.847 -1.939
O -2.007 2.116 0.426
O -4.531 1.819 -0.375
C -2.921 -0.869 -0.151
O -3.964 -1.778 -0.442
B -3.865 -1.890 -1.922
O -3.650 -0.464 -2.313
C 0.499 0.360 -0.576
C 1.512 -0.054 0.284
H 3.515 -1.040 1.745
H 3.511 -2.611 0.796
H 2.493 -2.399 2.205
H 1.454 -3.395 -0.339
H -0.403 -2.627 -1.859
H -0.975 0.784 -2.692
H -1.439 -0.871 -3.063
H -2.043 3.514 -1.625
H -2.052 1.362 1.039
H -4.823 0.885 -0.356
H -3.362 -0.241 0.654
H -2.103 -1.487 0.249
H -4.805 -2.468 -2.408
H -2.799 -2.461 -2.190
H 0.197 1.398 -0.695
H 2.019 0.718 0.864
C 5.080 -8.356 3.173
O 5.376 -7.941 1.852
C 4.252 -7.383 1.183
C 4.297 -5.869 1.179
O 4.166 -5.337 2.490
C 5.406 -4.944 3.048
H 6.025 -8.520 3.692
H 4.508 -7.602 3.719
H 4.522 -9.298 3.156
H 3.319 -7.741 1.630
H 4.287 -7.737 0.148
H 3.450 -5.496 0.596
H 5.216 -5.509 0.706
H 5.736 -3.998 2.606
H 6.178 -5.705 2.903
H 5.261 -4.799 4.118
C -6.350 4.067 -1.320
O -6.736 4.722 -2.528
C -7.513 3.895 -3.375
C -8.990 4.220 -3.271
O -9.512 3.908 -1.985
C -9.638 5.045 -1.153
H -5.995 4.829 -0.626
H -7.188 3.538 -0.858
H -5.540 3.371 -1.517
H -7.330 2.838 -3.159
H -7.185 4.090 -4.401
H -9.536 3.604 -3.994
H -9.172 5.271 -3.517
H -10.509 5.639 -1.454
H -8.741 5.669 -1.179
H -9.787 4.696 -0.131
C 7.168 3.131 0.271
O 6.464 4.245 0.791
C 5.137 4.343 0.288
C 4.121 3.817 1.281
O 4.265 2.420 1.485
C 4.957 2.106 2.681
H 8.053 2.977 0.887
H 6.564 2.221 0.293
H 7.487 3.334 -0.757
H 5.047 3.823 -0.670
H 4.939 5.405 0.114
H 3.119 3.980 0.872
H 4.190 4.358 2.230
H 4.299 2.248 3.545
H 5.857 2.714 2.802
H 5.250 1.058 2.632
```

* DFT total energy: -55489.9063 eV
* E_LUMO: 2.15 eV
* net charge: -1

---

Entry 3:
The following is a quantum chemistry calculation of C4H12N2 in the gas phase at a distorted geometry, from OMol25.

Structure (XYZ):
```
18
Properties=species:S:1:pos:R:3
C -1.784 0.621 1.485
N -0.907 1.351 0.554
C 0.336 0.725 0.400
C 0.304 -0.298 -0.794
C 1.677 -0.503 -1.523
N -0.288 -1.563 -0.316
H -2.893 1.019 1.332
H -1.697 -0.427 1.123
H -1.358 0.766 2.549
H -0.869 2.332 0.780
H 0.820 0.249 1.317
H 1.094 1.531 0.151
H -0.396 0.128 -1.504
H 2.479 -0.870 -0.801
H 2.031 0.383 -2.130
H 1.480 -1.268 -2.277
H 0.129 -1.817 0.645
H -0.159 -2.360 -0.991
```

* energy relative to the best compared isomer or geometry (same formula, charge and spin): 123.17 kJ/mol
* structure (SMILES): CNC[C@@H](C)N
* DFT total energy: -7321.7523 eV
* E_LUMO: 1.16 eV

---

Entry 4:
The following is a quantum chemistry calculation of a molecular structure, C24H18N4O3S2SbSe4Y at a distorted geometry, from OMol25.

Structure (XYZ):
```
57
Properties=species:S:1:pos:R:3
Y 0.106 0.446 -0.176
N 0.166 -1.807 1.323
C -0.907 -1.457 2.285
C -0.789 0.028 2.736
O -0.610 0.307 3.922
N -0.940 0.822 1.691
C -0.989 2.278 1.770
C -0.209 2.560 0.496
O 1.042 2.528 0.558
O -0.829 2.485 -0.599
H -0.069 -2.713 0.902
H 1.027 -1.958 1.858
H -0.902 -2.112 3.163
H -1.876 -1.563 1.779
H -0.493 2.685 2.661
H -2.036 2.618 1.694
S 4.686 -0.509 3.089
C 6.256 -0.675 3.779
C 7.238 -0.520 2.853
C 6.740 -0.264 1.565
C 5.365 -0.223 1.501
C 4.521 -0.044 0.358
C 3.127 -0.030 0.511
N 2.264 0.038 -0.474
C 2.742 0.146 -1.750
C 4.132 0.125 -2.021
C 4.547 0.146 -3.385
C 3.654 0.231 -4.398
C 2.260 0.351 -4.152
C 1.313 0.505 -5.161
C -0.034 0.643 -4.835
C -0.359 0.627 -3.461
N 0.498 0.430 -2.492
C 1.816 0.298 -2.806
C -1.076 0.751 -5.817
C -0.953 0.845 -7.188
C -2.193 0.867 -7.840
C -3.244 0.789 -6.972
S -2.749 0.696 -5.349
C 5.019 0.053 -0.955
H 6.351 -0.890 4.825
H 8.289 -0.589 3.079
H 7.372 -0.106 0.710
H 2.711 -0.086 1.513
H 5.605 0.074 -3.588
H 3.976 0.220 -5.430
H 1.628 0.515 -6.195
H -1.395 0.788 -3.169
H -0.009 0.902 -7.706
H -2.299 0.928 -8.910
H -4.294 0.774 -7.188
H 6.086 0.054 -1.136
Se -3.970 -2.477 -3.628
Sb -4.141 -0.948 -1.705
Se -1.964 -0.184 -0.769
Se -5.631 0.769 -2.627
Se -5.475 -2.211 -0.079
```

* DFT total energy: -327923.3219 eV
* E_LUMO: 2.16 eV
* net charge: -2

---

Entry 5:
The following is a quantum chemistry calculation of a molecular structure, C30H48I2N6O3, from OMol25.

Structure (XYZ):
```
89
Properties=species:S:1:pos:R:3
C 1.825 1.270 1.502
C 1.513 0.466 0.672
C 1.021 -0.470 -0.351
N 1.390 -1.854 -0.033
C -0.499 -0.444 -0.406
O -0.955 0.815 -0.799
C -2.308 0.835 -1.245
C -2.996 2.048 -0.642
O 1.599 -0.235 -1.634
C 2.166 0.999 -1.872
O 1.519 1.986 -2.041
C 3.651 0.953 -1.935
I 4.451 -0.896 -2.558
C 4.403 2.008 -1.616
C 3.855 3.312 -1.120
I 6.487 1.979 -1.753
H 2.070 2.018 2.221
H 2.377 -1.971 -0.234
H 1.242 -2.019 0.955
H -0.860 -0.669 0.605
H -0.800 -1.246 -1.082
H -2.292 0.932 -2.334
H -2.815 -0.090 -0.966
H -2.271 2.858 -0.628
H -3.256 1.853 0.398
H -3.875 2.333 -1.212
H 2.908 3.184 -0.612
H 4.572 3.781 -0.453
H 3.713 3.987 -1.964
C -0.383 4.357 5.502
C 0.348 3.053 5.783
C 1.874 3.199 5.745
C 2.351 3.569 4.415
N 2.729 3.851 3.367
H -0.165 4.725 4.497
H -1.459 4.207 5.571
H -0.100 5.132 6.218
H 0.034 2.303 5.062
H 0.070 2.681 6.771
H 2.348 2.255 6.023
H 2.216 3.949 6.461
C -3.009 -2.013 5.040
C -3.599 -1.593 3.700
C -2.604 -0.814 2.833
C -2.211 0.455 3.444
N -1.898 1.447 3.931
H -2.730 -1.145 5.640
H -3.732 -2.594 5.611
H -2.118 -2.630 4.903
H -4.492 -0.986 3.859
H -3.912 -2.476 3.140
H -3.037 -0.602 1.853
H -1.706 -1.412 2.665
C -3.396 -2.504 -5.673
C -2.425 -1.931 -4.650
C -2.397 -2.730 -3.343
C -3.666 -2.683 -2.618
N -4.644 -2.615 -2.020
H -4.422 -2.476 -5.303
H -3.360 -1.923 -6.592
H -3.147 -3.541 -5.910
H -2.687 -0.896 -4.436
H -1.415 -1.925 -5.063
H -1.625 -2.320 -2.689
H -2.134 -3.774 -3.524
C 2.651 -4.446 1.897
C 3.624 -3.747 2.839
C 3.736 -4.447 4.197
C 2.467 -4.421 4.923
N 1.466 -4.407 5.486
H 1.639 -4.453 2.306
H 2.620 -3.938 0.935
H 2.950 -5.480 1.715
H 3.312 -2.712 2.994
H 4.616 -3.714 2.385
H 4.495 -3.963 4.814
H 4.045 -5.486 4.066
C 0.723 1.353 -5.820
C 0.142 2.214 -6.936
C -1.260 2.738 -6.607
C -2.228 1.653 -6.462
N -2.967 0.788 -6.310
H 0.118 0.460 -5.653
H 1.732 1.027 -6.072
H 0.775 1.907 -4.881
H 0.108 1.644 -7.866
H 0.791 3.073 -7.114
H -1.613 3.412 -7.389
H -1.238 3.310 -5.677
```

* DFT total energy: -63169.0942 eV
* E_LUMO: -0.22 eV

---

Entry 6:
The following is a quantum chemistry calculation of 2 unconnected molecules or ions with the total composition CH5OPS2 at a distorted geometry, from OMol25.

Structure (XYZ):
```
10
Properties=species:S:1:pos:R:3
C -0.940 -0.799 0.020
O -0.939 0.316 0.559
P -1.672 1.769 0.487
S 2.515 -0.405 0.630
S 2.397 1.328 -0.458
H -1.222 -1.153 -0.961
H -0.251 -1.528 0.577
H -2.469 1.528 -0.654
H 0.963 1.420 -0.434
H 1.944 -1.313 -0.364
```

* energy relative to the best compared isomer or geometry (same formula, charge and spin): 506.43 kJ/mol
* DFT total energy: -34121.0178 eV
* E_LUMO (alpha / beta): -0.84 / -0.03 eV

---

Entry 7:
The following is a quantum chemistry calculation of a molecular structure, C29H54ClOPV at a distorted geometry, from OMol25.

Structure (XYZ):
```
87
Properties=species:S:1:pos:R:3
V 1.232 0.235 1.532
P 0.342 0.669 -0.641
Cl 1.797 2.537 1.621
C -3.386 -1.878 -0.129
H -3.707 -1.623 -1.153
H -3.145 -0.992 0.462
C 2.167 0.933 -0.974
C -0.550 2.314 -0.756
C 2.567 0.869 -2.452
H 2.390 1.958 -0.636
C 4.063 1.178 -2.574
H 2.355 -0.130 -2.849
H 1.985 1.588 -3.049
C 4.925 0.261 -1.697
H 4.364 1.083 -3.622
H 4.231 2.222 -2.277
C 4.485 0.241 -0.243
H 4.882 -0.760 -2.098
H 5.969 0.582 -1.747
C 2.971 -0.046 -0.109
H 5.028 -0.520 0.329
H 4.671 1.209 0.240
H 2.782 -1.080 -0.406
H 2.859 0.088 1.025
C -0.408 -0.478 -1.910
C -2.074 2.132 -0.814
H -0.308 2.775 0.220
C -2.814 3.476 -0.898
H -2.356 1.512 -1.676
H -2.410 1.585 0.080
C -2.239 4.418 -1.963
H -3.875 3.289 -1.100
H -2.755 3.967 0.083
C -0.721 4.586 -1.847
H -2.484 4.031 -2.961
H -2.720 5.399 -1.878
C 0.021 3.244 -1.833
H -0.342 5.198 -2.675
H -0.485 5.118 -0.915
H -0.050 2.771 -2.824
H 1.090 3.426 -1.646
C 0.368 -1.778 -2.159
H -1.369 -0.740 -1.422
C -0.538 -2.757 -2.913
H 1.258 -1.567 -2.769
H 0.731 -2.238 -1.236
C -1.055 -2.163 -4.232
H 0.015 -3.682 -3.116
H -1.388 -3.020 -2.265
C -1.615 -0.741 -4.088
H -0.234 -2.149 -4.963
H -1.831 -2.819 -4.641
C -0.712 0.181 -3.261
H -1.770 -0.297 -5.079
H -2.603 -0.791 -3.604
H 0.232 0.367 -3.799
H -1.207 1.153 -3.144
C 1.228 -1.774 1.481
C -3.575 -3.037 0.398
H 1.070 -1.852 0.385
C -3.397 -3.255 1.894
H -3.940 -3.895 -0.176
C -2.096 -2.733 2.619
H -4.173 -2.622 2.360
H -3.681 -4.285 2.165
C -0.781 -3.528 2.490
H -1.930 -1.655 2.426
H -2.358 -2.843 3.695
C 0.668 -2.858 2.359
H -0.726 -4.075 3.459
H -0.917 -4.333 1.726
H 0.951 -2.489 3.360
H 1.287 -3.786 2.226
C 0.720 -0.972 5.168
C 0.275 0.249 4.364
C -1.152 0.641 4.736
C 1.248 1.392 4.636
O 0.176 -0.057 2.995
H 0.693 -0.733 6.237
H 1.747 -1.259 4.910
H 0.051 -1.821 5.000
H -1.222 0.899 5.793
H -1.451 1.498 4.120
H -1.827 -0.193 4.507
H 2.273 1.109 4.365
H 0.977 2.280 4.057
H 1.229 1.646 5.702
```

* spin multiplicity: 2
* DFT total energy: -80492.8633 eV
* E_LUMO (alpha / beta): 0.47 / 0.52 eV

---

Entry 8:
The following is a quantum chemistry calculation of 8 unconnected molecules or ions with the total composition C19H56NO8S7 at a distorted geometry, from OMol25.

Structure (XYZ):
```
91
Properties=species:S:1:pos:R:3
C 1.287 1.870 -1.203
N 0.891 0.459 -1.583
C 1.780 0.045 -2.630
C 0.881 -0.408 -0.351
C -0.565 0.607 -2.138
C -1.375 -0.624 -2.305
O -2.775 -0.372 -2.458
H 0.662 2.267 -0.502
H 1.249 2.560 -2.111
H 2.081 1.906 -0.704
H 2.881 0.405 -2.730
H 1.529 0.287 -3.622
H 1.616 -0.832 -2.606
H 1.759 0.003 0.280
H 0.748 -1.379 -0.412
H 0.067 -0.328 0.265
H -0.673 1.094 -2.939
H -1.095 1.349 -1.375
H -1.207 -1.502 -1.544
H -1.165 -1.174 -3.174
H -3.295 -1.070 -2.832
C -0.331 2.574 4.450
S -0.539 1.538 3.104
O 0.646 1.597 2.116
C -0.154 -0.040 4.035
H -0.802 3.501 4.305
H 0.794 2.581 4.742
H -1.030 2.509 5.399
H -0.650 -0.744 3.236
H -0.559 0.101 4.951
H 0.859 -0.142 3.869
C 0.480 -4.855 -0.901
S 1.653 -4.392 -2.081
O 2.580 -3.388 -1.449
C 2.684 -5.855 -2.175
H 0.011 -3.937 -0.511
H 0.982 -5.328 0.030
H -0.384 -5.441 -1.428
H 3.579 -5.452 -2.501
H 2.473 -6.446 -3.000
H 2.811 -6.507 -1.232
C 3.717 4.043 0.926
S 4.882 3.434 -0.177
O 4.485 3.842 -1.589
C 6.169 4.617 0.221
H 2.876 3.377 0.770
H 3.440 4.999 0.455
H 4.149 3.875 2.092
H 7.172 4.266 -0.063
H 6.155 4.988 1.396
H 6.040 5.520 -0.357
C 0.170 5.612 -2.248
S -1.210 5.627 -1.164
O -1.622 4.193 -1.227
C -0.251 5.730 0.329
H -0.119 5.015 -3.330
H 1.237 5.147 -1.889
H 0.348 6.714 -2.187
H -0.851 5.512 1.331
H 0.176 6.832 0.079
H 0.656 5.037 0.552
C -3.682 -1.049 1.801
S -4.064 0.643 1.724
O -3.647 1.109 3.170
C -2.747 1.215 0.700
H -2.669 -1.212 1.601
H -4.293 -1.549 1.120
H -3.746 -1.537 2.698
H -2.423 2.141 0.995
H -3.184 0.842 -0.360
H -1.940 0.703 0.875
C 0.406 -3.457 4.180
S 0.829 -3.493 2.421
O -0.062 -2.447 1.694
C 2.675 -3.153 2.496
H 0.770 -2.639 4.840
H 0.781 -4.287 4.590
H -0.643 -3.769 4.154
H 3.121 -2.831 1.524
H 3.024 -3.836 3.204
H 2.510 -2.185 2.989
C -4.883 -2.542 -3.756
S -4.102 -4.053 -3.321
O -2.823 -3.545 -2.589
C -5.290 -4.379 -2.015
H -5.109 -1.884 -2.877
H -5.762 -2.969 -4.231
H -4.319 -2.018 -4.643
H -5.609 -3.440 -1.386
H -4.870 -4.982 -1.454
H -6.207 -4.803 -2.332
```

* energy relative to the best compared isomer or geometry (same formula, charge and spin): 202.41 kJ/mol
* DFT total energy: -114303.3349 eV
* E_LUMO: -1.52 eV
* net charge: +1

---

Entry 9:
The following is a quantum chemistry calculation of C4H8O2 in the gas phase, from OMol25.

Structure (XYZ):
```
14
Properties=species:S:1:pos:R:3
C 1.802 -0.379 -0.296
O 1.030 -0.433 0.879
C 0.163 0.664 1.000
C -0.989 0.694 -0.030
C -1.637 -0.614 -0.458
O -1.391 1.759 -0.448
H 2.489 -1.226 -0.276
H 1.173 -0.445 -1.196
H 2.385 0.549 -0.358
H -0.256 0.604 2.013
H 0.692 1.628 0.925
H -2.719 -0.534 -0.314
H -1.261 -1.480 0.088
H -1.480 -0.787 -1.530
```

* energy relative to the best compared isomer or geometry (same formula, charge and spin): 134.12 kJ/mol
* structure (SMILES): COCC(C)=O
* DFT total energy: -8371.8917 eV
* E_LUMO: 0.89 eV